Entry 1:
This record from the OMol25 dataset describes a structure of composition C29H82F6N2O16S2. The level of theory is ωB97M-V/def2-TZVPD.

Each line ends with the Löwdin charge.
Atoms and positions in Å:
S1 1.555 0.882 1.269  0.69
S2 -0.292 0.358 -0.540  0.58
F1 -0.294 2.699 1.981  0.15
F2 -1.283 -2.091 -0.868  0.14
F3 -2.169 -0.561 -2.107  0.16
F4 0.353 1.488 3.597  0.12
F5 -2.669 -0.737 0.056  0.10
F6 1.679 3.019 2.824  0.17
O1 2.561 0.090 1.929  -0.26
O2 -4.485 -2.253 -3.295  -0.05
O3 -0.956 6.406 5.997  -0.03
O4 1.983 1.749 0.218  -0.27
O5 5.844 1.222 -4.115  -0.05
O6 1.286 -2.611 1.535  -0.08
O7 6.601 1.738 3.186  -0.05
O8 -3.186 1.896 3.236  -0.09
O9 4.095 -2.523 2.597  -0.05
O10 -0.768 1.715 -0.638  -0.30
O11 0.758 0.032 -1.484  -0.28
O12 -2.772 3.969 -2.081  -0.07
O13 4.946 -3.649 -2.667  -0.04
O14 -1.862 -4.938 -4.871  -0.05
O15 -1.580 1.128 5.955  -0.04
O16 -1.961 -4.775 2.336  -0.05
N1 0.159 -0.086 0.926  -0.34
N2 -1.926 -0.480 2.718  0.29
C1 3.474 -3.218 -4.474  -0.05
C2 -1.152 3.129 -3.667  -0.07
C3 3.571 -3.665 -3.002  -0.48
C4 3.623 1.948 -3.728  -0.05
C5 -1.160 -6.895 1.588  -0.06
C6 4.748 1.026 -3.230  -0.49
C7 0.491 7.247 4.253  -0.05
C8 -0.189 6.027 4.880  -0.50
C9 -5.296 -4.309 -2.600  -0.03
C10 -3.648 2.176 1.906  -0.48
C11 5.170 1.298 -1.793  -0.05
C12 -1.431 -5.453 1.204  -0.50
C13 -3.935 3.668 1.725  -0.02
C14 -1.723 -0.835 -0.898  -0.64
C15 -4.897 1.365 1.613  -0.05
C16 -1.679 4.330 -2.913  -0.49
C17 2.705 -2.688 -2.179  -0.06
C18 5.225 2.004 2.928  -0.48
C19 0.082 -4.950 -3.676  -0.05
C20 4.371 1.696 4.185  -0.04
C21 -0.537 4.965 -2.089  -0.04
C22 -1.052 5.295 3.838  -0.06
C23 5.104 3.484 2.600  -0.06
C24 -5.082 -2.414 -0.935  -0.05
C25 -1.066 -2.733 -4.193  -0.04
C26 0.771 2.139 2.509  -0.68
C27 -4.484 -3.087 -2.148  -0.50
C28 -1.252 -4.194 -3.819  -0.47
C29 -2.361 -5.348 -0.002  -0.06
H1 -1.953 -2.133 -3.953  0.05
H2 0.025 4.207 -1.546  0.07
H3 -2.155 -7.316 1.779  0.08
H4 -4.799 -1.377 -0.777  0.06
H5 -6.170 -2.522 -0.895  0.08
H6 4.315 0.018 -3.278  0.12
H7 5.004 -2.759 2.811  0.04
H8 3.194 -4.688 -2.901  0.13
H9 -2.114 4.924 -3.722  0.14
H10 2.479 -2.854 -4.717  0.07
H11 -1.581 -0.725 3.645  0.13
H12 -4.824 0.284 1.734  0.07
H13 5.723 0.653 -4.880  0.09
H14 -4.308 -1.327 -3.110  0.08
H15 5.864 0.630 -1.285  0.08
H16 -1.262 5.602 6.427  0.09
H17 -0.170 -5.983 -3.415  0.08
H18 2.064 -2.419 0.999  0.01
H19 0.654 -1.914 1.301  -0.04
H20 -3.454 -3.383 -1.915  0.08
H21 -3.350 -5.748 0.239  0.09
H22 -0.290 3.342 -4.303  0.09
H23 -0.981 5.569 -1.293  0.07
H24 -0.454 4.794 3.078  0.06
H25 7.132 2.366 2.692  0.08
H26 -4.836 3.954 2.271  0.09
H27 5.533 3.793 1.645  0.08
H28 4.015 2.940 -3.937  0.08
H29 3.340 1.938 3.945  0.04
H30 -1.990 2.612 -4.137  0.08
H31 -0.485 -5.024 0.856  0.13
H32 -0.352 -2.198 -3.562  0.06
H33 4.039 3.727 2.555  0.06
H34 2.336 -3.196 -1.273  0.07
H35 4.811 1.365 2.143  0.12
H36 4.067 -1.560 2.662  0.00
H37 3.163 1.442 -4.579  0.07
H38 -2.652 -1.164 2.499  0.13
H39 -0.004 5.596 -2.798  0.08
H40 4.719 2.315 5.010  0.09
H41 -1.677 5.986 3.267  0.08
H42 -2.918 -4.733 2.243  0.07
H43 -1.798 -4.210 -2.869  0.10
H44 -5.297 1.669 0.646  0.10
H45 1.738 -2.518 -2.654  0.04
H46 4.308 1.439 -1.137  0.06
H47 -5.637 1.673 2.362  0.09
H48 -6.319 -3.950 -2.723  0.08
H49 0.859 7.100 3.243  0.08
H50 -0.672 2.398 -3.004  0.05
H51 -2.883 1.931 1.162  0.12
H52 4.387 0.621 4.358  0.08
H53 3.141 -1.744 -1.860  0.08
H54 5.550 4.098 3.385  0.09
H55 -2.472 3.290 -1.463  0.06
H56 -2.311 -4.311 -0.337  0.05
H57 -1.502 0.197 5.725  0.02
H58 -2.032 -5.902 -0.885  0.09
H59 -3.659 2.335 3.948  0.12
H60 -2.392 0.449 2.710  0.07
H61 -2.723 -4.529 -5.043  0.09
H62 3.827 -4.008 -5.138  0.08
H63 -1.680 4.551 4.333  0.07
H64 0.662 5.379 5.122  0.13
H65 -0.676 -7.455 0.786  0.08
H66 -5.238 -5.124 -1.880  0.08
H67 4.129 -2.357 -4.637  0.07
H68 5.668 2.276 -1.783  0.08
H69 0.682 -5.005 -4.584  0.08
H70 4.995 -4.004 -1.769  0.09
H71 -3.136 4.318 2.082  0.07
H72 2.795 2.038 -3.014  0.07
H73 0.766 -4.667 -2.872  0.06
H74 -0.569 -7.021 2.493  0.08
H75 1.310 7.643 4.858  0.08
H76 -1.375 1.605 5.141  0.00
H77 -4.030 3.882 0.659  0.09
H78 -0.954 -2.663 -5.275  0.09
H79 -4.830 -2.980 -0.028  0.08
H80 -1.090 -0.546 2.084  0.07
H81 -4.992 -4.671 -3.581  0.08
H82 -0.257 8.044 4.340  0.09

Forces on atoms 1 to 2 (eV/Å):
S -0.3 -0.4 0.9
S 1.7 0.3 -2.1

Computed properties:
Energy: -3862.90789 hartree
Energy relative to the best compared isomer or geometry (same formula, charge and spin): 111.2 kJ/mol

---

Entry 2:
This record from the OMol25 dataset describes a cluster of 10 separate species, C29H83N5O10 in total. The level of theory is ωB97M-V/def2-TZVPD.

Each line ends with the Löwdin charge.
Atoms and positions in Å:
O1 19.858 -15.430 8.645  -0.22
O2 12.351 -21.308 8.485  -0.21
O3 20.595 -25.461 14.962  -0.20
O4 11.983 -27.479 12.110  -0.19
O5 13.733 -21.230 14.362  -0.14
O6 7.403 -23.351 17.011  -0.07
O7 10.739 -14.085 11.021  -0.20
O8 7.722 -21.714 20.863  -0.07
O9 15.516 -16.102 15.590  -0.09
O10 7.664 -18.817 15.615  -0.11
N1 14.351 -28.753 13.097  0.05
N2 17.570 -24.736 13.117  0.05
N3 18.824 -18.322 10.687  0.01
N4 10.366 -17.613 11.906  0.01
N5 15.431 -21.440 8.831  0.02
C1 19.750 -17.303 10.231  -0.41
C2 18.009 -24.396 15.506  -0.08
C3 10.046 -21.600 21.295  -0.10
C4 12.574 -21.666 15.148  -0.13
C5 19.431 -25.816 14.209  -0.18
C6 10.971 -15.255 11.843  -0.15
C7 11.238 -12.946 11.556  -0.17
C8 20.751 -18.063 9.374  -0.07
C9 10.519 -16.499 11.020  -0.43
C10 9.139 -16.303 10.315  -0.06
C11 10.983 -21.497 8.019  -0.07
C12 8.764 -22.360 21.491  -0.36
C13 10.948 -26.453 11.769  -0.04
C14 18.930 -16.230 9.369  -0.19
C15 7.161 -25.745 16.678  -0.09
C16 13.303 -28.897 15.293  -0.06
C17 14.678 -20.669 7.842  -0.42
C18 6.751 -17.727 15.820  -0.30
C19 16.876 -17.919 16.122  -0.09
C20 18.512 -24.574 14.158  -0.51
C21 13.083 -28.776 13.785  -0.46
C22 21.742 -26.218 14.757  -0.14
C23 6.151 -17.918 17.228  -0.08
C24 12.219 -27.609 13.451  -0.29
C25 7.214 -24.370 16.067  -0.36
C26 15.514 -20.396 6.594  -0.06
C27 13.342 -21.484 7.532  -0.22
C28 15.607 -17.172 16.556  -0.30
C29 19.285 -14.544 7.622  -0.08
H1 17.309 -18.687 16.764  0.07
H2 8.192 -18.747 14.817  0.07
H3 19.211 -19.135 11.145  0.07
H4 6.364 -25.916 17.401  0.07
H5 10.870 -20.744 7.238  0.08
H6 17.059 -23.870 13.206  0.08
H7 11.260 -17.753 12.353  0.07
H8 12.593 -29.683 13.431  0.14
H9 14.822 -21.700 9.594  0.06
H10 13.971 -28.653 12.166  0.06
H11 14.031 -28.212 15.729  0.07
H12 11.213 -16.804 10.237  0.13
H13 19.775 -26.054 13.203  0.12
H14 6.936 -26.590 16.027  0.07
H15 12.029 -15.367 12.079  0.12
H16 13.569 -22.526 7.308  0.13
H17 18.020 -24.709 12.213  0.08
H18 8.412 -22.484 22.515  0.12
H19 22.151 -25.958 13.781  0.08
H20 8.441 -15.958 11.077  0.07
H21 17.698 -17.204 16.108  0.07
H22 13.761 -20.271 14.381  0.05
H23 8.732 -17.199 9.846  0.07
H24 12.354 -28.688 15.786  0.07
H25 6.893 -17.742 18.007  0.07
H26 10.592 -26.536 10.742  0.08
H27 8.076 -25.863 17.259  0.08
H28 18.163 -15.622 9.848  0.12
H29 11.248 -27.624 13.946  0.12
H30 21.648 -27.302 14.818  0.09
H31 15.265 -21.151 5.848  0.07
H32 12.951 -20.980 6.648  0.11
H33 7.711 -22.613 16.480  0.08
H34 19.208 -23.756 13.971  0.14
H35 7.219 -16.766 15.610  0.10
H36 10.125 -21.405 20.225  0.07
H37 10.225 -18.488 11.420  0.07
H38 16.089 -20.787 9.232  0.06
H39 21.096 -18.941 9.921  0.08
H40 10.121 -20.595 21.711  0.07
H41 15.188 -19.409 6.267  0.07
H42 9.130 -15.517 9.560  0.07
H43 12.473 -22.746 15.038  0.07
H44 20.164 -16.688 11.029  0.13
H45 18.453 -16.795 8.569  0.11
H46 10.221 -21.191 8.736  0.08
H47 14.779 -17.875 16.465  0.10
H48 10.808 -22.517 7.675  0.09
H49 6.250 -24.073 15.654  0.11
H50 11.033 -12.172 10.817  0.09
H51 18.929 -26.677 14.650  0.13
H52 18.695 -13.715 8.013  0.08
H53 14.484 -19.725 8.350  0.12
H54 16.582 -20.311 6.798  0.07
H55 7.733 -21.875 19.916  0.08
H56 10.576 -12.614 12.355  0.09
H57 10.370 -15.109 12.741  0.13
H58 8.944 -23.327 21.022  0.11
H59 18.634 -15.119 6.964  0.08
H60 15.636 -16.800 17.580  0.11
H61 13.670 -29.896 15.527  0.08
H62 12.854 -21.554 16.196  0.07
H63 22.605 -25.897 15.341  0.08
H64 10.049 -26.713 12.328  0.08
H65 7.821 -24.353 15.162  0.11
H66 10.905 -22.239 21.496  0.07
H67 18.335 -17.964 11.495  0.06
H68 5.332 -17.251 17.497  0.07
H69 11.358 -25.443 11.778  0.08
H70 12.314 -12.958 11.730  0.09
H71 18.743 -24.508 16.305  0.09
H72 14.891 -15.500 15.999  0.07
H73 5.841 -18.953 17.373  0.07
H74 11.595 -21.245 14.923  0.07
H75 17.635 -23.378 15.607  0.08
H76 20.437 -18.260 8.349  0.08
H77 6.028 -17.866 15.016  0.10
H78 14.944 -27.961 13.301  0.07
H79 12.686 -26.698 13.825  0.13
H80 17.192 -25.052 15.807  0.09
H81 21.613 -17.411 9.237  0.07
H82 20.033 -14.115 6.954  0.08
H83 16.690 -18.271 15.107  0.07

Forces on atoms 1 to 2 (eV/Å):
O 0.4 1.8 -0.6
O -1.4 -0.4 1.9

Computed properties:
Energy: -2180.56440 hartree
Energy relative to the best compared isomer or geometry (same formula, charge and spin): 334.8 kJ/mol
SMILES: COC[C@H](C)N.COC[C@H](C)N.COC[C@H](C)N.COC[C@H](C)N.COC[C@H](C)N.CCO.CCO.CCO.CCO.CO

---

Entry 3:
This record from the OMol25 dataset describes a structure of composition C29H86AsF6N16O11. The level of theory is ωB97M-V/def2-TZVPD.

Each line ends with the Löwdin charge.
Atoms and positions in Å:
As1 -9.994 20.303 -9.811  1.35
F1 -8.938 19.123 -10.573  -0.10
F2 -10.703 19.033 -8.660  -0.39
F3 -11.433 19.981 -10.891  -0.39
F4 -9.487 21.472 -11.075  -0.38
F5 -8.659 20.852 -8.766  -0.14
F6 -11.049 21.640 -9.154  -0.19
O1 -10.420 18.844 -15.650  -0.16
O2 -6.298 17.782 -10.306  -0.16
O3 -10.870 17.425 -12.207  -0.09
O4 -9.202 24.471 -10.657  -0.13
O5 -10.873 22.598 -13.668  0.12
O6 -14.983 18.468 -11.270  -0.13
O7 -9.276 18.940 -4.632  0.05
O8 -6.164 21.019 -12.407  0.01
O9 -8.859 15.540 -8.937  -0.16
O10 -13.383 19.550 -5.535  0.07
O11 -6.450 21.854 -5.954  0.02
N1 -12.584 15.588 -8.841  0.08
N2 -12.739 23.260 -12.620  0.21
N3 -3.081 15.960 -10.449  0.04
N4 -11.505 21.767 -11.729  0.11
N5 -10.066 20.328 -12.406  -0.06
N6 -9.369 14.913 -12.379  0.04
N7 -9.564 19.243 -6.828  0.12
N8 -12.314 20.044 -9.116  -0.13
N9 -10.893 20.236 -5.389  0.20
N10 -9.073 25.284 -14.263  0.04
N11 -12.186 18.936 -7.297  0.07
N12 -8.349 21.432 -12.634  0.16
N13 -13.305 20.875 -7.235  0.08
N14 -6.632 20.807 -7.991  0.17
N15 -7.657 19.412 -12.671  0.08
N16 -7.638 20.028 -6.222  0.11
C1 -5.035 17.362 -10.850  -0.20
C2 -7.292 16.051 -12.629  -0.04
C3 -9.854 19.457 -5.544  -0.74
C4 -7.239 25.398 -12.705  -0.05
C5 -8.717 16.194 -12.180  -0.40
C6 -10.756 19.530 -13.399  -0.26
C7 -4.126 16.980 -8.488  -0.03
C8 -9.839 19.552 -14.666  -0.22
C9 -8.508 24.659 -13.070  -0.43
C10 -13.518 19.235 -9.317  -0.26
C11 -10.169 15.205 -8.486  -0.14
C12 -6.923 18.885 -10.922  -0.10
C13 -9.774 18.913 -16.957  -0.06
C14 -12.947 19.763 -6.622  -0.80
C15 -11.205 17.487 -8.803  -0.22
C16 -7.345 20.665 -12.547  -0.70
C17 -8.891 23.073 -10.429  -0.11
C18 -12.188 19.824 -13.681  0.02
C19 -8.329 14.538 -9.699  -0.17
C20 -13.797 19.170 -10.858  -0.15
C21 -9.585 17.280 -12.844  -0.13
C22 -9.651 24.670 -12.023  -0.16
C23 -6.831 20.959 -6.683  -0.72
C24 -11.631 22.539 -12.774  -0.79
C25 -4.345 16.356 -9.937  -0.44
C26 -10.875 18.365 -11.057  -0.14
C27 -15.023 18.514 -12.684  -0.12
C28 -11.245 16.085 -9.190  -0.33
C29 -14.700 19.880 -8.627  -0.05
H1 -12.411 20.855 -9.709  0.11
H2 -4.385 18.233 -10.929  0.13
H3 -14.889 19.606 -7.589  0.10
H4 -8.777 18.505 -17.123  0.08
H5 -7.893 20.180 -5.257  0.11
H6 -10.453 24.023 -12.379  0.07
H7 -12.028 18.968 -8.294  -0.01
H8 -11.889 18.584 -10.721  0.08
H9 -3.545 16.284 -7.883  0.07
H10 -11.497 20.561 -6.131  0.08
H11 -7.296 14.808 -9.920  0.08
H12 -9.627 20.567 -15.000  0.13
H13 -12.238 21.933 -11.055  0.13
H14 -8.767 18.676 -7.081  0.12
H15 -11.389 17.580 -7.733  0.12
H16 -2.494 16.737 -10.717  0.08
H17 -3.308 15.313 -11.192  0.07
H18 -10.297 18.065 -8.980  0.01
H19 -10.452 19.313 -11.390  -0.03
H20 -6.036 21.500 -8.419  0.11
H21 -12.387 19.443 -14.683  0.11
H22 -13.222 18.260 -8.928  0.12
H23 -10.420 14.163 -8.687  0.12
H24 -9.288 21.089 -12.774  -0.09
H25 -8.896 14.286 -10.596  0.06
H26 -13.183 23.833 -13.323  0.13
H27 -10.354 18.007 -10.169  0.08
H28 -10.165 15.286 -7.399  0.13
H29 -8.326 22.564 -11.209  0.08
H30 -14.917 19.533 -13.055  0.08
H31 -8.803 19.228 -14.563  0.12
H32 -12.333 20.904 -13.729  0.08
H33 -6.485 25.238 -13.476  0.08
H34 -10.187 25.615 -12.106  0.12
H35 -8.199 23.621 -13.189  0.10
H36 -12.012 17.997 -9.330  0.08
H37 -3.519 17.874 -8.631  0.07
H38 -15.955 18.228 -13.171  0.09
H39 -6.832 15.119 -12.299  0.09
H40 -11.084 15.978 -10.263  0.13
H41 -11.175 20.376 -4.429  0.14
H42 -7.969 18.757 -10.646  -0.08
H43 -11.474 19.656 -9.522  -0.04
H44 -15.662 19.620 -9.068  0.10
H45 -5.196 17.028 -11.875  0.10
H46 -13.408 20.903 -8.239  0.04
H47 -8.280 23.024 -9.528  0.11
H48 -14.212 17.922 -13.107  0.09
H49 -10.205 15.413 -12.112  0.06
H50 -8.248 25.392 -14.834  0.06
H51 -10.735 18.504 -13.032  0.02
H52 -13.341 16.255 -8.792  0.07
H53 -14.715 20.969 -8.664  0.11
H54 -7.779 19.064 -6.488  0.09
H55 -9.074 18.235 -12.965  0.06
H56 -5.082 15.555 -9.888  0.12
H57 -8.281 22.425 -12.462  0.07
H58 -7.477 20.536 -8.474  -0.04
H59 -10.151 19.589 -7.573  0.03
H60 -6.504 19.871 -10.724  0.13
H61 -12.874 18.692 -11.188  0.08
H62 -9.839 17.011 -13.870  0.16
H63 -10.379 21.272 -12.583  0.08
H64 -10.638 21.309 -11.485  -0.05
H65 -10.498 20.037 -11.541  -0.13
H66 -7.523 26.450 -12.717  0.08
H67 -8.376 13.542 -9.258  0.09
H68 -7.229 16.196 -13.708  0.10
H69 -12.484 15.071 -7.979  0.07
H70 -13.204 22.828 -11.834  0.10
H71 -4.995 17.421 -8.000  0.06
H72 -9.720 19.909 -17.397  0.08
H73 -9.343 26.234 -14.052  0.06
H74 -6.790 18.624 -11.973  -0.01
H75 -6.923 25.149 -11.692  0.08
H76 -12.898 19.423 -12.958  0.03
H77 -11.588 18.379 -6.702  0.13
H78 -8.572 19.095 -12.958  0.04
H79 -6.648 16.769 -12.122  0.02
H80 -9.728 22.413 -10.202  0.02
H81 -9.545 14.630 -13.332  0.09
H82 -13.707 21.582 -6.635  0.15
H83 -8.663 16.489 -11.132  0.12
H84 -10.456 18.355 -17.599  0.08
H85 -13.846 20.181 -11.261  0.13
H86 -6.780 18.913 -12.699  0.10

Forces on atoms 1 to 2 (eV/Å):
As 5.2 7.2 5.1
F -5.7 3.6 3.6

Computed properties:
Energy: -5692.45595 hartree
Energy relative to the best compared isomer or geometry (same formula, charge and spin): 8113.3 kJ/mol
Net charge: -1

---

| no. | E_LUMO (eV) | gap between HOMO and LUMO (eV) |
| --- | --- | --- |
| 1 | -0.8 | 8.913 |
| 2 | -0.1 | 8.997 |
| 3 | -0.3 | 4.844 |